ORCA calculation (wB97M-V/def2-TZVPD) on C39H92F3N3O12Y as an isolated structure.

The molar mass is 941.07 u. For the highest occupied orbital energy, the calculation gives -9.44 eV. The energy comes out at -80159.8069 eV. The max |F| comes out at 6.70 eV Å⁻¹. As for the total charge: +1.

Geometry (Å):
Y 4.9446 -2.8002 1.2165
H 1.0482 4.9442 -1.6658
H -3.8061 -2.5215 0.3585
H -0.3340 4.5789 0.1170
H -2.3941 -2.4489 -6.6911
C -0.7084 -3.0384 -7.8398
C 5.6357 2.1785 -0.7937
H -3.5566 -0.9273 2.1844
H 2.5315 0.3863 0.2798
H -5.5397 -0.5662 3.3055
O -1.0265 -4.9288 -0.6104
H -4.7271 -2.9125 -1.0280
H -0.5124 -0.2814 5.6628
C -0.5538 -1.6540 1.2144
C 2.0740 -2.0336 -6.5611
F 3.3575 0.5849 -2.4178
C 0.5322 3.4737 6.5560
H -5.0333 -2.7638 2.0351
C -2.4058 2.6766 5.2761
H 4.0807 0.4909 4.1252
H -1.2389 5.8567 -1.2209
C -4.1153 -2.1155 -0.6050
H -1.4989 -4.1386 -3.7895
O -1.6873 5.0082 -1.2549
H -3.5492 0.7951 2.3523
H 1.5802 2.9327 1.9813
H 7.7154 -1.5247 -0.0757
H -2.0199 2.9219 0.3424
H -7.7008 -0.6675 -0.9131
C 2.4770 -4.5289 -6.0294
H -0.8357 -2.5444 0.6527
C 4.8370 0.7388 3.3801
O 5.8317 -1.4254 2.9818
C -1.2189 2.7385 -0.3745
H -0.7462 -0.7023 -6.2177
H -1.4447 -1.2165 1.6650
O 3.8133 -1.0863 -0.0624
H 6.3792 -0.0732 4.4879
H -1.5404 -5.1103 0.1787
H 3.1910 -4.5929 -6.8517
H 3.1760 -4.2038 -5.2571
C -6.0736 -2.5510 1.7922
C -4.8436 -0.1837 -1.9752
O -7.0673 -1.3785 -0.7873
H -4.0512 1.2717 -0.0052
H -1.4136 -2.4460 -3.1879
C -4.0679 -0.0232 1.8514
H -1.9639 -4.0871 -6.4370
H -0.6842 4.6545 4.3898
H -0.1362 4.5755 2.6315
H 5.1703 1.7555 3.5942
H 6.2708 1.2933 -0.7611
C 1.4089 -3.4472 -6.3245
H 1.5644 -2.7707 -3.8075
C -4.7469 -0.6990 -0.5552
H 0.2911 3.6996 -2.7167
H -6.3029 -3.0734 0.8618
H -3.2133 -2.0379 -1.2137
H 4.3832 0.8113 2.3908
H 0.3453 -4.8545 -7.7135
C 6.1453 3.1960 0.1601
H -1.7863 -0.2331 4.4348
H -0.6131 0.9350 2.7447
C 0.6380 -3.8057 -7.6466
H 0.4868 -4.4065 0.0564
C -1.6449 -3.0878 -4.0374
H 2.5351 -1.4354 2.1399
H -0.9428 2.3494 7.4290
H 6.5370 -1.6966 -1.0192
C -0.6832 4.0737 -0.7858
H 6.0356 5.2746 0.6315
H -5.9321 0.8842 2.4509
C -6.3810 -1.0824 1.4187
O 1.4114 -4.3205 0.3078
H -8.4965 -1.6725 1.4557
H -1.4170 -5.4859 -1.2857
H 0.0363 -2.0560 2.0394
C -1.5272 -3.0922 -6.5325
H 7.8394 4.1061 0.4042
H 0.2873 -0.8479 -4.8487
C 0.1405 4.5485 3.6860
C -5.5468 -0.1255 2.3076
H -0.1847 -0.3735 -0.5131
N -6.1356 -0.6901 0.0329
H 4.6257 1.9293 -0.4665
C 5.4882 4.5938 -0.0212
H -3.9032 0.0739 -2.4629
H 0.3940 1.3385 6.8391
H 0.8296 5.3908 3.7514
H -1.2486 -3.4240 -8.7042
H -8.4238 0.0578 1.3322
H -8.0695 -0.7166 2.8880
H -2.2879 3.6837 5.6769
H -1.5621 -0.6884 -4.7380
O 1.5577 -1.2551 0.1659
N 0.4751 -3.3690 -5.2297
H -0.3534 -2.0532 -8.1459
H 0.3111 0.2375 1.0543
C 0.7629 3.2007 4.0210
H 2.6302 -2.3304 3.3654
O -0.8255 1.8414 2.9821
C -0.8043 -2.6552 -5.2569
C 0.5128 3.9946 -1.6911
H 5.5523 2.5727 -1.8063
H 2.1644 -5.5322 -5.7424
H 2.3399 1.8134 3.1670
C -3.9079 0.2398 0.3145
C 0.2927 -0.6549 0.4260
H -0.0356 4.3884 6.3821
H -2.6589 -2.9263 -4.4045
H -5.4580 0.7167 -1.9858
H 2.1597 2.5225 5.5663
C -0.2768 2.1592 6.5861
H 5.5676 5.0462 -1.0099
C -0.6949 -1.1404 -5.2198
O 6.8151 -1.8540 -0.1138
H 6.1388 2.8410 1.1920
C 6.0848 -0.1337 3.4393
H 2.1371 4.2331 5.3053
C -1.1106 1.8578 5.2888
O 3.0407 -2.1607 2.5154
H 6.7983 0.4188 2.8255
H 1.3905 -1.2006 -6.7233
C 2.3175 -0.0795 -1.8522
H -1.7239 2.2418 -1.2055
C -1.3729 0.2818 5.3022
H 2.6365 -1.6702 -5.6997
H -5.2887 -1.0085 -2.5317
F 2.0933 -1.1472 -2.5930
H 2.7144 -2.1238 -7.4388
C 2.6005 -0.4617 -0.4049
O 0.9742 -3.5220 -3.9199
H -6.7977 -2.9999 2.4718
H 2.6796 3.4657 3.1143
H -0.6029 1.9101 -0.0262
H -2.1486 0.1786 6.0626
F 1.2975 0.8128 -2.1103
H 1.2044 3.2572 -1.2819
H -3.2304 2.1185 5.7198
C 1.4863 3.3615 5.3840
H -2.8782 -0.0578 0.1094
O 7.5214 3.3468 -0.0905
H 1.1263 3.6652 7.4496
H 1.6461 -3.4253 0.0551
H -2.8569 2.9273 4.3146
H 1.2951 -3.6492 -8.5024
H 4.4197 4.5394 0.1888
C -7.9471 -0.7991 1.8083
C 1.8407 2.7721 3.0285
N -0.1365 2.0442 4.1337